Entry 1:
Density functional theory data (the ωB97M-V functional and the def2-TZVPD basis) for a molecular structure, C6H6NO3S2.

## Properties
ΔE to the lowest compared entry with this formula, charge and spin: 0.00 kJ/mol
net charge: -1

Positions of all 18 atoms, in Å:
C -3.03 0.91 0.06
C -1.03 -0.52 -0.40
C -0.63 -2.18 -0.68
C -0.10 0.60 -0.99
C 2.03 0.87 0.13
C 2.08 -0.12 1.34
N -2.19 -0.14 -0.11
O -1.41 -2.50 -1.53
O -3.16 1.42 1.16
O 0.30 -2.65 -0.09
S 0.44 1.86 0.25
S 1.61 0.10 -1.45
H -3.57 1.06 -0.84
H -0.60 1.11 -1.81
H 2.97 1.38 0.17
H 1.25 -0.75 1.26
H 2.03 0.38 2.25
H 3.00 -0.84 1.27

=====

Entry 2:
Density functional theory data (the ωB97M-V functional and the def2-TZVPD basis) for a molecular structure, C10H23LaN7OP2.

## Properties
ΔE to the lowest compared entry with this formula, charge and spin: 321.33 kJ/mol
2S+1: 2
net charge: +2

Positions of all 44 atoms, in Å:
La -0.37 0.64 0.38
P -3.03 0.55 -0.40
P 0.99 3.19 0.30
N -0.48 -1.80 -0.25
N 1.89 -0.20 0.13
H 0.92 -3.50 -0.33
H 2.92 -2.11 0.31
H 0.80 -2.65 1.21
C 0.80 -2.50 0.12
H 2.28 -1.80 -1.30
C 2.07 -1.65 -0.22
H -1.81 -3.15 -1.20
H 3.80 0.65 0.17
C -1.57 -2.12 -0.82
C 2.72 0.83 0.17
H -3.71 -1.71 -0.75
C -2.80 -1.18 -1.11
H -2.88 -1.11 -2.21
H 0.36 3.64 -0.92
H 0.39 3.73 1.49
H -3.54 1.49 -1.39
H -4.10 0.53 0.58
O -0.41 0.82 -1.81
C 0.29 0.24 -2.85
C -0.62 -0.06 -4.01
C 1.44 1.17 -3.20
H 0.69 -0.72 -2.46
H -1.33 -0.85 -3.74
H -1.17 0.83 -4.35
H -0.02 -0.43 -4.84
H 2.05 1.39 -2.31
H 2.07 0.70 -3.96
H 1.04 2.11 -3.60
C 2.46 2.23 0.31
H 3.39 2.78 0.51
N -1.85 -0.25 5.88
N -0.95 -0.04 4.88
N 0.36 0.12 5.12
C 0.81 0.22 3.86
N -0.17 0.12 2.92
N -1.34 -0.07 3.62
H -2.79 -0.29 5.59
H -1.47 -0.18 6.83
H 1.85 0.40 3.62

=====

Entry 3:
Density functional theory data (the ωB97M-V functional and the def2-TZVPD basis) for 5 unconnected molecules or ions with the total composition C34H31IN5O11.

## Properties
net charge: +1

Positions of all 82 atoms, in Å:
O 3.38 3.62 3.29
C 4.23 3.82 2.40
O 4.75 5.09 2.00
C 4.16 5.57 0.76
C 4.07 4.48 -0.42
C 2.66 3.73 -0.53
C 2.55 2.20 -0.80
C 1.11 1.59 -0.84
N -0.09 2.37 -0.65
C 0.00 3.80 -0.42
C -1.40 4.59 -0.20
C -1.03 5.84 0.77
O -0.80 7.00 0.37
I -0.90 5.42 2.92
C 1.34 4.57 -0.35
H 4.60 2.90 1.81
H 4.86 6.41 0.38
H 3.16 6.09 1.01
H 4.24 5.04 -1.41
H 4.87 3.67 -0.28
H 3.50 1.58 -0.94
H 1.02 0.46 -1.01
H -0.99 1.86 -0.68
H -1.91 4.90 -1.17
H -2.08 3.89 0.41
H 1.46 5.69 -0.18
C 1.92 -5.22 -0.41
C 1.49 -4.00 0.11
C 0.96 -3.03 -0.73
C 0.86 -3.29 -2.10
C 1.30 -4.50 -2.63
C 1.83 -5.47 -1.78
N 0.28 -2.28 -2.98
O -0.07 -1.21 -2.48
O 0.18 -2.55 -4.17
H 2.33 -5.98 0.25
H 1.57 -3.81 1.18
H 0.63 -2.09 -0.31
H 1.23 -4.71 -3.69
H 2.17 -6.42 -2.18
C -5.99 7.56 -3.82
C -6.68 7.79 -2.63
C -6.40 7.02 -1.50
C -5.43 6.03 -1.57
C -4.74 5.78 -2.76
C -5.02 6.55 -3.89
N -5.12 5.23 -0.38
O -5.75 5.46 0.63
O -4.23 4.39 -0.47
H -6.20 8.16 -4.69
H -7.43 8.57 -2.58
H -6.94 7.21 -0.58
H -3.99 5.01 -2.83
H -4.49 6.37 -4.81
C 2.70 -0.45 7.19
C 1.82 -1.48 6.86
C 1.22 -1.52 5.61
C 1.51 -0.52 4.68
C 2.39 0.52 5.01
C 2.98 0.55 6.26
N 0.91 -0.56 3.35
O 0.13 -1.48 3.11
O 1.22 0.32 2.55
H 3.16 -0.43 8.17
H 1.60 -2.26 7.59
H 0.54 -2.33 5.36
H 2.62 1.31 4.29
H 3.66 1.35 6.53
C -2.66 -10.07 -2.35
C -1.89 -10.94 -1.58
C -0.54 -10.67 -1.38
C 0.02 -9.53 -1.95
C -0.74 -8.66 -2.73
C -2.09 -8.94 -2.93
N 1.44 -9.23 -1.71
O 2.08 -10.02 -1.04
O 1.90 -8.20 -2.20
H -3.72 -10.28 -2.51
H -2.34 -11.82 -1.14
H 0.05 -11.35 -0.78
H -0.31 -7.78 -3.17
H -2.70 -8.27 -3.53

=====

Entry 4:
Density functional theory data (the ωB97M-V functional and the def2-TZVPD basis) for a molecular structure, C25H44HfI2N6O9.

## Properties
net charge: +2

Positions of all 87 atoms, in Å:
Hf 4.68 -14.07 -16.35
I 2.32 -13.05 -17.33
I 5.58 -12.07 -14.68
C 7.97 -22.19 -12.79
C 7.68 -20.80 -13.25
N 7.69 -19.79 -13.82
H 8.24 -22.73 -13.67
H 7.13 -22.69 -12.32
H 8.79 -22.10 -12.05
C 2.61 -17.68 -18.20
C 3.60 -16.69 -17.77
N 4.38 -15.89 -17.59
H 2.47 -18.47 -17.50
H 2.93 -18.02 -19.19
H 1.69 -17.16 -18.38
C 3.85 -6.77 -16.62
C 4.06 -8.17 -16.70
N 4.14 -9.29 -16.88
H 4.74 -6.27 -16.33
H 3.10 -6.66 -15.78
H 3.48 -6.39 -17.59
C 7.59 -16.30 -13.55
C 6.70 -15.97 -14.63
N 6.03 -15.71 -15.50
H 7.52 -17.40 -13.35
H 7.41 -15.67 -12.65
H 8.62 -16.04 -13.89
C -0.72 -7.91 -15.74
O -0.25 -8.58 -14.59
C 0.79 -8.05 -13.99
O 1.53 -7.26 -14.51
O 1.04 -8.67 -12.80
C 2.09 -8.04 -12.04
H -1.70 -8.29 -15.83
H -0.12 -8.12 -16.62
H -0.76 -6.78 -15.67
H 2.18 -6.96 -12.28
H 2.98 -8.63 -12.20
H 1.85 -8.10 -10.99
C 9.26 -14.25 -18.92
O 7.95 -14.21 -18.13
C 7.06 -13.31 -18.26
O 5.88 -13.71 -17.99
O 7.37 -12.09 -18.56
C 6.30 -11.07 -18.55
H 9.14 -15.23 -19.34
H 9.99 -14.18 -18.17
H 9.18 -13.48 -19.59
H 5.59 -11.34 -17.75
H 5.81 -10.92 -19.49
H 6.81 -10.11 -18.41
C 1.51 -13.73 -13.16
O 1.38 -14.96 -13.94
C 2.31 -15.35 -14.78
O 3.40 -14.83 -14.83
O 1.96 -16.43 -15.50
C 0.54 -16.59 -15.69
H 1.23 -14.08 -12.18
H 0.86 -12.92 -13.56
H 2.48 -13.34 -13.08
H 0.25 -15.77 -16.29
H 0.01 -16.67 -14.76
H 0.46 -17.58 -16.20
C -2.78 -13.95 -20.79
C -2.86 -15.48 -20.96
C -2.84 -16.31 -19.58
C -1.49 -16.62 -19.02
N -0.44 -16.74 -18.61
H -2.19 -13.55 -21.59
H -2.34 -13.58 -19.80
H -3.79 -13.55 -20.88
H -2.01 -15.82 -21.59
H -3.81 -15.74 -21.39
H -3.30 -17.27 -19.72
H -3.42 -15.75 -18.84
C 4.20 -15.12 -24.65
C 5.56 -15.79 -24.42
C 5.75 -16.96 -23.39
C 5.66 -16.58 -21.96
N 5.62 -16.25 -20.87
H 3.63 -15.60 -25.45
H 4.30 -14.09 -25.03
H 3.55 -15.15 -23.82
H 6.23 -15.01 -24.12
H 5.84 -16.25 -25.33
H 6.73 -17.34 -23.51
H 5.13 -17.80 -23.52

=====

Entry 5:
Density functional theory data (the ωB97M-V functional and the def2-TZVPD basis) for a molecular structure, C39H54N4Pt.

## Properties
2S+1: 5
net charge: -2

Positions of all 98 atoms, in Å:
Pt -0.82 -1.21 0.26
C -2.80 -4.59 -0.84
C -2.11 -2.60 -0.13
N -1.80 -3.91 -0.20
H -4.69 -3.85 -1.65
N -3.34 -2.47 -0.68
H -2.75 -5.63 -1.09
C -0.31 -0.94 -1.73
C 0.37 0.24 -2.07
C 0.55 0.57 -3.42
C 0.10 -0.31 -4.42
C -0.52 -1.51 -4.08
C -0.71 -1.84 -2.73
H 0.73 0.85 -1.25
H 1.02 1.52 -3.69
H -0.87 -2.19 -4.85
H -1.16 -2.79 -2.46
C 0.22 0.05 -5.86
H -0.12 -0.81 -6.46
H 1.26 0.28 -6.12
H -0.41 0.91 -6.10
C -0.46 -4.52 0.11
C -0.70 -5.95 0.56
C 0.39 -4.57 -1.16
H -1.12 -6.57 -0.24
H 0.26 -6.40 0.85
H -1.35 -5.97 1.44
H 1.25 -4.14 1.32
H -0.31 -3.76 2.14
H 0.82 -3.59 -1.42
C 0.24 -3.73 1.19
H -0.18 -4.96 -2.02
H 1.23 -5.26 -1.00
H 0.40 -2.66 0.89
C -3.76 -3.70 -1.13
C -4.00 -0.95 -2.53
H -4.21 -1.84 -3.13
H -4.76 -0.19 -2.80
C -4.10 -1.22 -1.03
H -4.13 0.87 -0.57
C -5.56 -1.48 -0.71
H -5.69 -1.84 0.32
H -3.02 -0.54 -2.82
H -2.54 0.16 -0.29
H -6.01 -2.21 -1.40
H -6.13 -0.55 -0.82
C -3.63 -0.04 -0.22
H -3.90 -0.18 0.83
C 3.94 4.08 0.56
N 3.56 2.82 0.12
H 2.67 5.80 1.04
N 1.77 3.95 0.38
H 4.97 4.37 0.69
C 4.48 1.66 -0.03
C 5.64 2.01 -0.95
C 5.00 1.30 1.36
H 6.36 2.69 -0.46
H 6.17 1.10 -1.24
H 5.27 2.49 -1.87
H 4.25 -0.38 -0.72
H 3.28 0.81 -1.63
H 4.17 1.19 2.07
C 3.64 0.53 -0.63
H 5.69 2.06 1.73
H 5.52 0.33 1.34
H 2.78 0.30 0.01
C 2.81 4.78 0.74
C -0.15 3.20 1.62
H 0.30 3.51 2.57
H -1.25 3.15 1.73
C 0.30 4.16 0.51
H -1.34 4.10 -0.91
C -0.05 5.59 0.88
H 0.32 6.30 0.13
H 0.20 2.18 1.40
H -0.24 2.71 -1.02
H 0.35 5.89 1.87
H -1.14 5.70 0.93
C -0.29 3.79 -0.85
H 0.29 4.29 -1.64
C 2.24 2.74 0.01
C 1.98 0.93 4.75
C 2.32 -0.03 3.77
C 1.37 -0.47 2.85
C 0.03 -0.06 2.97
C -1.06 -0.59 2.18
C -2.37 -0.48 2.63
C -2.69 0.50 3.60
C -1.69 1.21 4.22
C -0.33 0.90 3.99
C 0.69 1.44 4.81
H 2.73 1.26 5.47
H 3.34 -0.44 3.72
H 1.64 -1.16 2.04
H -3.13 -1.12 2.18
H -3.74 0.68 3.84
H -1.91 2.00 4.94
H 0.44 2.23 5.52

=====

Entry 6:
Density functional theory data (the ωB97M-V functional and the def2-TZVPD basis) for a molecular structure, C18H53O9Sr.

## Properties
ΔE to the lowest compared entry with this formula, charge and spin: 33.30 kJ/mol
net charge: +1

Positions of all 81 atoms, in Å:
Sr 1.70 -3.21 0.33
C 0.31 0.96 0.29
C 0.37 -0.27 1.17
O -0.09 -1.45 0.55
H -0.63 0.95 -0.27
H 1.12 0.97 -0.45
H 0.32 1.91 0.82
H -0.25 -0.06 2.05
H 1.41 -0.37 1.56
C 1.67 -1.77 -3.79
C 2.09 -1.38 -2.38
O 2.86 -2.50 -1.82
H 2.34 -2.50 -4.25
H 1.59 -0.90 -4.43
H 0.69 -2.25 -3.74
H 1.21 -1.26 -1.75
H 2.62 -0.43 -2.38
H 3.69 -2.52 -2.30
C -0.90 -4.96 -3.50
C -0.72 -5.10 -2.01
O -0.23 -3.90 -1.41
H -1.02 -5.94 -3.95
H 0.03 -4.58 -3.93
H -1.70 -4.27 -3.76
H -0.01 -5.88 -1.74
H -1.66 -5.39 -1.52
H -0.90 -3.18 -1.49
C -2.60 -4.08 1.20
C -2.74 -2.97 2.23
O -1.47 -2.56 2.72
H -1.85 -3.76 0.47
H -3.53 -4.30 0.67
H -2.22 -4.98 1.69
H -3.35 -3.28 3.07
H -3.24 -2.10 1.77
H -1.03 -2.04 2.03
C 0.55 3.10 5.34
C 0.64 1.68 4.78
O 0.92 0.72 5.82
H 1.53 3.58 5.41
H 0.06 3.08 6.31
H -0.09 3.69 4.68
H 1.39 1.67 3.99
H -0.37 1.44 4.44
H 1.65 0.17 5.54
C -0.10 3.11 -2.46
C 0.92 2.85 -3.54
O 1.62 1.63 -3.26
H 0.22 2.90 -1.44
H -0.88 2.35 -2.58
H -0.58 4.09 -2.51
H 1.63 3.68 -3.59
H 0.46 2.73 -4.51
H 2.42 1.82 -2.76
C -3.25 0.42 -1.87
C -2.21 -0.64 -2.19
O -2.24 -1.70 -1.24
H -3.23 1.22 -2.61
H -3.01 0.93 -0.93
H -4.25 0.00 -1.84
H -1.22 -0.17 -2.25
H -2.43 -1.10 -3.16
H -1.62 -1.46 -0.51
C 4.02 1.71 1.11
C 4.63 1.24 -0.21
O 5.08 2.29 -1.05
H 4.83 2.11 1.72
H 3.64 0.82 1.61
H 3.23 2.44 0.93
H 3.91 0.59 -0.73
H 5.50 0.62 0.01
H 4.47 3.03 -0.94
C -2.25 2.67 2.38
C -2.54 4.14 2.30
O -2.19 4.74 3.55
H -2.67 2.22 3.28
H -1.17 2.50 2.44
H -2.61 2.10 1.52
H -3.57 4.35 1.99
H -1.89 4.60 1.54
H -2.85 5.40 3.78

=====

Calculated max |F| (eV/Å), listed in the same order as above: 3.9, 2.3, 5.4, 3.8, 2.7, 2.4
Calculated E_tot (eV), listed in the same order as above: -35622.158, -42638.406, -73812.506, -71504.194, -50519.625, -38782.467